A structure of composition C56H59Ge2N2OPtS5 at a distorted geometry. Source: OMol25; level of theory: ωB97M-V/def2-TZVPD.

```
! RIJCOSX wB97M-V def2-TZVPD def2/J DEFGRID3
* xyz -1 5
Pt 2.84 1.72 -0.75
C -6.22 2.79 -1.77
C -5.27 2.71 -0.61
C -4.20 3.58 -0.48
C -3.33 3.51 0.60
C -2.23 4.50 0.75
C -3.52 2.51 1.56
C -4.61 1.64 1.46
C -4.88 0.60 2.50
C -5.47 1.75 0.38
C -2.68 2.47 2.78
C -3.28 2.95 3.94
C -2.61 2.95 5.14
C -1.31 2.50 5.17
C -0.68 2.03 4.02
C -1.38 1.98 2.82
Ge -0.40 1.33 1.14
S 1.32 2.69 1.04
S 0.01 -0.94 1.04
Ge -0.17 -0.60 -1.25
S 1.84 -0.21 -2.01
S -1.52 1.23 -0.89
C -1.00 -1.92 -2.58
C -0.41 -2.16 -3.83
C -1.08 -2.93 -4.78
C -2.31 -3.49 -4.51
C -2.85 -3.32 -3.26
C -2.21 -2.54 -2.30
C -2.88 -2.52 -0.98
C -2.42 -3.35 0.04
C -1.12 -4.09 -0.05
C -3.21 -3.53 1.17
C -4.45 -2.94 1.29
C -5.33 -3.21 2.47
C -4.89 -2.10 0.27
C -4.11 -1.87 -0.86
C -4.58 -0.94 -1.93
C 0.94 -1.71 -4.25
C 2.06 -2.50 -3.99
C 1.97 -3.70 -3.09
C 3.30 -2.10 -4.47
C 3.45 -0.93 -5.20
C 4.80 -0.50 -5.68
C 2.32 -0.17 -5.47
C 1.07 -0.54 -5.00
C -0.13 0.34 -5.21
C 0.76 1.69 4.19
C 1.19 0.39 4.44
C 0.24 -0.77 4.44
C 2.54 0.16 4.70
C 3.45 1.20 4.75
C 4.90 0.98 5.05
C 2.99 2.49 4.52
C 1.67 2.75 4.24
C 1.21 4.16 3.99
H -5.91 3.58 -2.46
H -7.23 3.01 -1.42
H -6.24 1.85 -2.31
H -4.05 4.35 -1.22
H -2.34 5.31 0.03
H -1.25 4.04 0.58
H -2.22 4.92 1.76
H -4.11 0.57 3.26
H -4.93 -0.37 2.03
H -5.84 0.80 2.99
H -6.31 1.08 0.31
H -4.30 3.32 3.88
H -3.09 3.31 6.04
H -0.76 2.50 6.11
H -0.60 -3.09 -5.74
H -2.82 -4.08 -5.26
H -3.79 -3.81 -2.99
H -0.67 -4.01 -1.03
H -1.27 -5.15 0.18
H -0.42 -3.68 0.68
H -2.84 -4.17 1.96
H -4.84 -3.89 3.17
H -6.27 -3.66 2.15
H -5.56 -2.29 3.01
H -5.86 -1.64 0.34
H -5.57 -0.55 -1.70
H -4.62 -1.44 -2.90
H -3.89 -0.10 -2.01
H 0.95 -4.07 -3.02
H 2.29 -3.40 -2.09
H 2.62 -4.50 -3.44
H 4.17 -2.70 -4.22
H 5.58 -0.96 -5.07
H 4.90 0.58 -5.62
H 4.96 -0.80 -6.71
H 2.42 0.76 -6.02
H 0.16 1.28 -5.68
H -0.58 0.56 -4.24
H -0.88 -0.16 -5.82
H -0.79 -0.42 4.31
H 0.30 -1.32 5.38
H 0.47 -1.45 3.63
H 2.87 -0.86 4.86
H 5.12 -0.07 5.17
H 5.19 1.51 5.97
H 5.51 1.38 4.24
H 3.70 3.31 4.55
H 2.07 4.79 3.77
H 0.69 4.55 4.86
H 0.53 4.19 3.14
O 1.54 3.97 -4.16
S 1.65 4.21 -2.71
N 2.47 3.18 -1.96
C 5.48 0.90 -2.23
C 5.82 -0.13 -1.21
C 6.86 -1.01 -1.41
C 7.16 -2.01 -0.50
C 6.39 -2.14 0.65
C 5.33 -1.29 0.90
C 4.51 -1.43 2.14
C 4.99 -0.26 -0.04
N 3.96 0.49 0.19
H 6.27 0.99 -2.97
H 5.31 1.88 -1.75
H 4.56 0.60 -2.75
H 7.47 -0.90 -2.31
H 7.98 -2.69 -0.69
H 6.61 -2.93 1.36
H 5.04 -2.00 2.90
H 3.57 -1.94 1.91
H 4.24 -0.46 2.54
*
```

## Properties
E_LUMO (alpha / beta) ... 2.40 / 1.12 eV
Max |F| ... 2.5 eV Å⁻¹
HOMO (alpha / beta) ... -4.119 / -5.208 eV
⟨S²⟩ ... 6.0822